C3H8NO2PS in the gas phase in a non-equilibrium geometry. Source: the OMol25 dataset; level of theory: ωB97M-V/def2-TZVPD.

Geometry as XYZ:
```
16
Properties=species:S:1:pos:R:3:forces:R:3:nbo_charge:R:1
H -2.3596 -0.8549 -2.8876 -2.090 -1.224 -0.563 0.40
H -0.7927 -0.9089 -3.4207 -0.792 1.033 0.974 0.41
S -3.2094 0.8738 -0.9031 0.155 -0.592 0.310 -0.62
C 0.0757 0.0877 0.8361 0.133 0.217 4.073 0.09
H 1.4236 -1.5596 1.7963 -1.735 0.795 0.370 0.23
H -0.4205 1.0713 1.2324 0.869 -1.819 -1.171 0.20
H 0.9003 -0.1517 2.7685 0.859 0.686 1.079 0.21
H -0.9802 2.4528 -1.8426 0.841 -1.765 0.558 0.52
H -0.3293 -1.3122 2.6054 0.509 -0.306 -0.679 0.22
O 0.9748 0.1861 -0.2334 0.907 -0.573 0.255 -0.45
N -1.5414 -0.3407 -2.9520 2.478 -0.349 -0.907 -1.18
P -1.4254 0.3597 -1.4618 -0.065 0.668 0.211 1.72
O -0.4823 1.6190 -1.5571 -0.547 2.806 -1.295 -0.99
C -0.2246 -0.5269 -0.4231 -1.552 -0.974 -0.099 -0.34
C 0.5467 -0.8756 2.0900 -0.234 0.855 -2.486 -0.65
H -0.2322 -1.6309 -0.3554 0.264 0.542 -0.630 0.21
```
Positions in Å, forces in eV/Å.

Properties
Structure (SMILES) = C[C@H]1O[C@@H]1[P@](N)(O)=S
E_tot = -1063.8799 Eh
Energy relative to the best compared isomer or geometry (same formula, charge and spin) = 0.3 kcal/mol
Charge = 0
Lowest unoccupied orbital energy = 0.028 hartree



C4H6O2 in the gas phase in a non-equilibrium geometry. Source: the OMol25 dataset; level of theory: ωB97M-V/def2-TZVPD.

Geometry as XYZ:
```
12
Properties=species:S:1:pos:R:3:forces:R:3:nbo_charge:R:1
H 1.3072 1.1003 0.9124 1.144 -0.462 -0.675 0.08
O 2.5279 -0.4725 0.3101 -0.477 0.117 -0.048 -0.51
C -0.8767 -0.9694 -0.5416 0.015 0.005 -0.135 -0.38
C 0.2341 0.0351 -0.4803 0.141 -0.104 0.131 0.10
H -1.6172 -0.7561 -1.3078 0.119 0.134 0.230 0.24
H -0.7115 -2.0363 -0.3896 0.067 0.361 0.069 0.24
H -0.5828 1.7908 -0.7337 0.010 0.013 -0.124 0.47
O -0.0231 1.1856 -1.2385 -0.117 0.223 0.148 -0.69
C -0.6704 -0.1329 0.7130 0.073 0.107 0.468 -0.45
H -0.2359 -0.7600 1.4863 0.029 0.117 0.071 0.23
C 1.5322 0.1915 0.2396 0.542 0.144 0.298 0.44
H -0.8211 0.8837 1.1158 -1.545 -0.656 -0.434 0.22
```
Positions in Å, forces in eV/Å.

Properties
Structure (SMILES) = O=CC1(O)CC1
E_tot = -306.3842 Eh
Energy relative to the best compared isomer or geometry (same formula, charge and spin) = 76.6 kcal/mol
Charge = 0
Lowest unoccupied orbital energy = 0.028 hartree



2 unconnected molecules or ions with the total composition C4H12N2O. Source: the OMol25 dataset; level of theory: ωB97M-V/def2-TZVPD.

Geometry as XYZ:
```
19
Properties=species:S:1:pos:R:3:forces:R:3:nbo_charge:R:1
N -3.2926 1.5868 0.8636 0.180 0.070 0.404 -0.70
H 3.4163 -1.2935 -0.7117 0.237 -0.150 0.025 0.46
C 0.9811 -1.5447 -1.1158 -0.003 -0.025 0.029 -0.64
N -1.8614 -0.2010 1.2398 0.009 0.585 0.480 -0.82
H 1.0914 -1.4152 -2.1941 0.011 -0.277 -0.029 0.21
H 1.6195 -0.5199 0.6583 -0.260 0.141 0.008 0.15
C -2.3829 1.0447 1.5638 -0.331 -0.321 -0.192 0.27
H 1.2975 -2.5399 -0.7932 0.226 0.042 -0.154 0.20
O 3.1195 -0.3824 -0.7140 -0.263 -0.047 -0.211 -0.72
H 0.0374 0.8848 -0.9192 -0.021 -0.113 0.317 0.22
H -1.9565 1.4755 2.4707 0.073 0.060 0.002 0.14
C 1.7168 -0.4103 -0.4276 -0.234 0.053 -0.146 0.10
H 1.4412 1.6907 -0.2113 0.039 0.266 -0.335 0.21
C 1.1273 0.9086 -0.9028 -0.092 0.083 0.435 -0.63
H -0.0783 -1.4687 -0.8705 -0.035 0.027 -0.021 0.22
H -1.6602 -0.7270 2.0770 0.188 -0.253 -0.177 0.38
H 1.4159 1.1284 -1.9303 0.376 0.018 0.096 0.21
H -2.4769 -0.6769 0.6052 -0.100 -0.322 -0.238 0.39
H -3.5550 2.4600 1.3119 -0.001 0.162 -0.294 0.34
```
Positions in Å, forces in eV/Å.

Properties
Structure (SMILES) = [H]/N=C/N.CC(C)O
E_tot = -344.3403 Eh
Energy relative to the best compared isomer or geometry (same formula, charge and spin) = 28.1 kcal/mol
Charge = 0
Lowest unoccupied orbital energy = 0.030 hartree



7 unconnected molecules or ions with the total composition C31H58N2O14S7 in a non-equilibrium geometry. Source: the OMol25 dataset; level of theory: ωB97M-V/def2-TZVPD.

Geometry as XYZ:
```
112
Properties=species:S:1:pos:R:3:forces:R:3:mulliken_charge:R:1
H -6.8388 8.1949 -0.1448 0.042 0.019 0.096 0.34
C 1.2199 2.7128 -2.9798 -0.045 0.062 -0.117 -0.83
S -4.7992 -0.9300 0.9586 -0.039 0.167 -0.194 1.11
C -5.1521 1.7057 0.8455 -0.274 0.095 -0.048 -0.21
H 1.9522 -3.0680 -2.2636 -0.025 -0.248 0.106 0.44
H 6.5624 -1.3442 1.0060 -0.052 -0.020 0.062 0.29
O -1.4309 0.8025 -3.3570 -0.126 -0.070 0.260 -0.71
H -2.0413 -4.9018 -2.2830 0.148 -0.091 -0.007 0.48
H -4.2055 9.5416 -0.9502 -0.076 -0.011 -0.001 0.32
C 5.6781 -0.9181 1.4888 0.141 0.030 -0.068 -0.69
C -0.0263 -2.1607 -2.1265 -0.069 0.084 -0.132 0.19
C 0.7927 1.5092 -2.1480 0.483 0.060 -0.104 -0.42
H 8.0576 -6.7205 -2.6400 -0.995 0.291 0.787 0.41
C -2.5967 3.9436 5.1195 -0.081 -0.127 0.026 -0.61
H 3.1585 -10.0546 -1.7117 -0.375 0.735 0.674 0.13
C 4.7280 0.0832 -0.5581 0.245 0.476 -0.050 -0.53
C 5.5816 -6.3160 -0.4608 0.282 -0.313 1.883 0.18
H 2.6662 -8.0987 1.0364 0.176 -0.414 -1.272 0.35
C -1.6083 2.8290 4.7644 0.083 0.018 0.167 -0.77
C -1.6953 2.6026 3.2526 0.209 -0.392 0.263 0.27
S -5.1685 8.2704 1.5212 -0.151 -0.139 -0.169 1.15
C 6.4659 -7.2480 0.2338 -1.863 3.029 -3.687 -0.77
H 5.5044 0.0397 -1.3226 -0.101 -0.117 0.001 0.42
H 5.9015 -0.7892 2.5484 -0.012 -0.040 -0.070 0.40
H 3.4089 -6.8438 -1.7258 -0.811 0.361 1.112 0.36
H 4.7080 -2.8867 1.4254 -0.123 -0.001 -0.141 0.24
H -1.6216 3.4009 -3.5332 -0.006 -0.159 0.062 0.37
O 4.7348 -2.4571 -1.2637 -0.326 -0.041 -0.142 -0.74
C 1.0312 -3.1779 -1.6943 -0.095 0.040 -0.068 -0.64
C 5.3129 0.4096 0.8190 0.006 0.098 0.163 -0.60
H 4.0924 -5.6322 1.1081 0.322 -0.259 -1.042 0.46
O -1.5052 1.2864 -0.8782 -0.176 -0.215 -0.156 -0.59
O 0.1336 -5.4681 -0.7459 0.053 -0.135 -0.117 -0.77
H -6.3416 -0.2859 -0.7065 0.067 -0.063 0.060 0.34
H -2.4452 4.3109 6.1352 -0.034 -0.001 -0.073 0.38
C 4.1974 -5.7368 -0.0054 0.048 -0.778 -1.244 0.15
H 0.0474 -1.2448 -1.5389 0.007 -0.121 0.032 -0.32
C 4.4772 -1.8323 1.2778 0.211 -0.065 0.383 -0.57
H -3.3493 7.2833 -1.4177 -0.048 -0.013 0.058 0.34
S 2.1518 -9.3465 -1.0908 0.351 -0.031 0.254 -0.25
O -6.0665 7.4040 2.2465 0.177 0.249 0.232 -0.66
H 0.5505 4.2036 -1.5699 -0.040 -0.032 -0.049 0.23
H -0.7340 2.3100 2.8321 -0.151 0.070 -0.182 0.42
H 0.3664 4.7063 -3.2482 -0.030 -0.051 0.053 0.38
S -2.2013 4.1660 2.5410 0.256 0.083 0.356 1.18
O -3.5175 4.0089 1.9587 0.449 0.262 -0.151 -0.56
H -1.2120 -4.1535 -3.6790 0.082 -0.081 0.057 0.37
O 8.3711 -9.6436 -0.3695 -1.038 4.346 -0.293 -0.65
H 3.6411 -1.5376 1.9146 -0.020 -0.043 -0.108 0.40
S 0.3278 -4.7934 -2.0108 -0.383 0.470 -0.596 1.28
H -2.1848 -2.2482 -2.4534 0.032 -0.027 0.094 0.36
H -4.9342 6.5784 -1.1093 0.032 0.048 0.031 0.30
C -3.9404 7.2768 0.6775 0.341 -0.327 -0.251 0.14
H 4.0800 -4.7248 -0.4848 0.148 -0.882 0.596 -0.56
H -1.7538 3.7696 -1.7915 -0.063 -0.189 -0.033 0.24
H 2.0466 -6.2244 -0.6016 1.404 -0.829 -0.001 0.15
H 1.0950 2.4954 -4.0447 0.042 -0.038 0.064 0.36
H 4.5634 0.9284 1.4239 0.038 -0.041 -0.038 0.29
C -1.3964 -2.8258 -1.9698 0.009 0.077 0.114 -0.63
O -1.0976 4.7323 1.8001 -0.353 -0.016 -0.337 -0.79
H 5.7594 -5.3172 -2.4310 0.095 -0.302 0.440 0.24
H -6.3407 9.8770 0.1997 0.006 -0.081 0.175 0.41
H -2.9571 7.6874 0.9096 -0.111 0.049 0.084 0.42
C -6.5226 1.0388 1.0036 0.048 0.035 0.045 -0.74
C -2.3690 5.0415 4.0880 -0.152 0.170 0.388 -0.72
H -3.1937 5.7510 4.0252 0.051 -0.014 -0.172 0.37
C -4.2548 7.3846 -0.8169 -0.041 -0.064 -0.138 -0.73
H -0.5950 3.1425 5.0322 -0.064 -0.007 -0.020 0.30
H 0.1291 -1.8910 -3.1760 -0.034 -0.010 0.043 0.25
H -1.8218 1.9099 5.3124 0.028 0.045 -0.067 0.36
H -7.3123 1.6168 0.5211 0.027 -0.048 0.043 0.40
N 6.1331 -5.9524 -1.7286 1.897 -2.860 2.676 0.12
C 0.2834 3.8542 -2.5716 0.147 0.122 0.082 -0.61
H 6.1773 1.0695 0.7327 -0.077 -0.034 -0.018 0.35
H -2.4495 1.8600 3.0035 0.060 0.141 -0.065 -0.51
H -3.6211 3.5666 5.0454 0.036 0.071 0.015 0.29
H -4.9976 1.9767 -0.2034 0.026 -0.049 0.051 0.20
C -1.2565 -4.2118 -2.5899 -0.422 0.176 -0.005 -0.97
H 2.2671 2.9670 -2.8079 -0.054 -0.024 -0.025 0.37
H 6.3005 -7.7086 1.2323 0.633 0.293 -1.248 0.41
C -4.0960 0.6862 1.2755 0.217 0.497 -0.055 -0.01
H -1.6447 -2.9135 -0.9085 -0.077 0.016 -0.089 0.26
O -4.5047 9.3871 2.1496 -0.137 -0.156 0.170 -0.66
H 4.1289 -8.5855 0.0931 -0.917 0.626 -0.177 0.25
O 1.0310 -5.4111 -3.1123 0.105 -0.288 0.346 -0.74
H 1.2420 -3.1059 -0.6316 -0.142 -0.240 -0.121 0.40
S 3.9972 -1.5465 -0.4177 0.006 0.273 0.453 1.34
H -4.0055 6.2473 1.0294 -0.020 0.123 0.142 -0.29
H -3.1740 0.7982 0.7044 -0.026 -0.192 0.045 0.12
O -4.0998 -1.5452 -0.1430 0.038 -0.287 0.259 -0.55
H -1.4321 5.5690 4.2755 -0.035 -0.025 -0.112 0.39
C 8.6340 -8.3720 -0.3289 3.359 -5.482 0.469 0.34
C 3.0946 -8.1597 -0.0098 0.301 0.742 0.091 -0.64
H 1.1560 0.5618 -2.5434 -0.168 -0.042 0.091 0.21
H 3.9596 0.7986 -0.8499 -0.025 -0.187 -0.114 0.02
C -6.3843 -0.3457 0.3824 -0.464 0.192 -0.042 -0.80
S -0.9925 1.5471 -2.2024 0.173 0.095 0.077 1.15
O -4.9909 -1.6046 2.2205 0.157 -0.136 -0.161 -0.70
H -3.8836 0.7570 2.3418 -0.184 -0.232 -0.030 -0.01
H -5.3845 8.8009 -2.0396 0.018 0.022 0.065 0.36
C -5.9925 8.8563 0.0487 -0.111 0.186 -0.410 -0.71
O 9.7314 -7.8971 -0.0080 -1.775 1.226 -0.586 -0.60
C -4.9389 8.7355 -1.0458 0.111 0.036 -0.058 -0.69
C -1.1422 3.2961 -2.5594 -0.032 0.551 -0.073 -0.62
H -5.0782 2.6185 1.4318 0.010 -0.124 -0.099 0.17
C 7.3183 -6.6790 -1.8077 0.344 -0.528 0.641 -0.18
C 3.0729 -6.6986 -0.6493 1.117 -0.481 0.003 -0.06
H -6.7693 0.9496 2.0659 -0.030 -0.023 -0.066 0.31
H 1.0967 1.6231 -1.1055 -0.099 -0.063 -0.019 0.37
H -7.1683 -1.0362 0.6899 0.169 -0.120 -0.016 0.44
O 2.5579 -1.4332 -0.4855 0.605 0.304 -0.067 -0.68
N 7.5302 -7.4242 -0.6932 -2.488 1.359 0.052 0.27
```
Positions in Å, forces in eV/Å.

Properties
E_tot = -5166.0801 Eh
Charge = 0
Lowest unoccupied orbital energy = -0.014 hartree



2 unconnected molecules or ions with the total composition C2H5S in a non-equilibrium geometry. Source: the OMol25 dataset; level of theory: ωB97M-V/def2-TZVPD.

Geometry as XYZ:
```
8
Properties=species:S:1:pos:R:3:forces:R:3:nbo_charge:R:1
C 0.1641 -0.4784 1.2997 1.081 -0.465 -0.109 -0.39
H -0.5710 0.2926 -0.5302 1.177 1.768 -3.254 0.22
H -0.0800 -1.0838 2.2136 -0.310 0.987 -0.886 0.17
H -1.6705 -0.2686 0.6579 -3.108 -0.293 0.528 0.16
H 0.4170 0.5448 -2.2278 0.861 0.909 -0.874 0.06
S 1.2015 1.4514 -2.9684 -0.827 -0.927 0.781 -1.06
H 1.2585 -0.4385 1.1506 -0.654 0.255 -0.153 0.19
C -0.7197 -0.0195 0.4046 1.780 -2.233 3.967 -0.35
```
Positions in Å, forces in eV/Å.

Properties
E_tot = -477.3620 Eh
Energy relative to the best compared isomer or geometry (same formula, charge and spin) = 28.4 kcal/mol
Charge = -1
Lowest unoccupied orbital energy = 0.146 hartree



no.,orbital gap (eV),molar mass (g/mol)
1,9.72,153.14
2,10.64,86.09
3,10.57,104.15
4,7.78,907.27
5,6.39,61.13